(1)
Below is a gas-phase ion, C5H7N2 (charge +1) at a distorted geometry, with properties calculated with wB97M-V/def2-TZVPD.

Values from the calculation:
Structure (SMILES): C/C=C\C=C/[N+]#N
Energy: -303.8847 a.u.
Lowest unoccupied orbital energy (spin up / spin down): -6.20 / -6.20 eV
Net charge: +1
Energy relative to the best compared isomer or geometry (same formula, charge and spin): 352.4 kJ/mol
Gap between HOMO and LUMO (spin up / spin down): 8.225 / 8.226 eV

The geometry in XYZ format:
```
14
C5H7N2, DFT wB97M-V/def2-TZVPD
N 2.87355 0.65826 -0.02979
N 1.97650 1.13374 0.42067
C 0.95093 1.69314 0.97273
C -0.32200 -1.05305 -0.07137
C -0.61351 -0.27999 1.01057
C -0.22032 1.04031 1.30641
C 0.31701 -0.65531 -1.33165
H 1.28531 -1.15786 -1.42483
H -0.69677 -2.06949 -0.05653
H -0.28040 -1.02896 -2.16513
H -1.31108 -0.69507 1.73054
H 1.09172 2.73547 1.24297
H -0.89940 1.60793 1.93232
H 0.45219 0.41650 -1.44580
```

(2)
Below is a gas-phase ion, C4H8NO3 (charge +1) at a distorted geometry, with properties calculated with wB97M-V/def2-TZVPD.

Values from the calculation:
Energy: -437.2644 a.u.
Lowest unoccupied orbital energy (spin up / spin down): -5.66 / -4.29 eV
Net charge: +1
Energy relative to the best compared isomer or geometry (same formula, charge and spin): 485.0 kJ/mol
Gap between HOMO and LUMO (spin up / spin down): 6.106 / 8.935 eV

The geometry in XYZ format:
```
16
C4H8NO3, DFT wB97M-V/def2-TZVPD
O -0.67918 -0.98854 0.00903
O 2.81610 -1.13603 -0.39988
O 2.60899 1.63027 -0.29648
N -2.50938 0.49522 -0.55566
C 1.56271 0.80940 -0.23168
C -1.36848 0.17355 0.36446
C 0.54361 -1.42464 0.56424
C 1.74568 -0.62682 -0.10021
H 0.73218 -2.43590 0.26804
H 0.56683 1.22194 -0.15557
H -2.80858 1.49819 -0.37438
H -1.82184 0.30808 1.45929
H 0.59573 -1.14183 1.61586
H -2.02706 0.53446 -1.48014
H 3.44719 1.22450 -0.10993
H -3.40450 -0.14186 -0.57699
```

(3)
Below is a molecular structure, C25H39Br39N5O6P2S3Si at a distorted geometry, with properties calculated with wB97M-V/def2-TZVPD.

Values from the calculation:
Energy: -104253.9134 a.u.
Lowest unoccupied orbital energy: -4.67 eV
Net charge: +1
Gap between HOMO and LUMO: 6.281 eV

The geometry in XYZ format:
```
120
C25H39Br39N5O6P2S3Si, DFT wB97M-V/def2-TZVPD
Br -3.85891 0.95930 -2.13677
Br -5.95758 -4.17542 -7.94021
Br -7.50721 0.06625 -10.77309
Br -2.32776 3.11268 -8.25603
Br 5.72444 -7.25089 6.27351
Br 7.06807 -2.80250 -5.64699
Br -4.60405 -2.85192 -3.95070
Br 6.42827 1.24290 -1.46582
Br -5.16749 -1.16231 -7.22124
Br 5.94088 -5.29968 -3.99244
Br -7.83947 -0.37180 0.35929
Br 5.12706 6.53741 2.37442
Br 3.25866 5.38475 -0.67056
Br 2.51241 3.72088 -4.13746
Br 3.54514 -9.15250 4.90019
Br -3.05937 2.43319 -4.86534
Br 4.57047 9.65095 1.89717
Br 5.08685 -1.80867 5.39014
Br 5.55360 4.56422 -4.54706
Br -2.87994 -3.34933 -7.66638
Br -7.88916 3.24229 -10.77312
Br -0.27589 2.22089 -10.53871
Br 6.57315 -1.94838 -1.38331
Br -8.55804 2.70755 -0.12671
Br -0.84925 1.87622 -2.60725
Br 0.15251 4.73706 -1.08987
Br 3.97078 -2.93232 -4.86020
Br 3.40697 5.14885 -6.85279
Br -2.77126 -2.58658 -1.35777
Br -5.34823 1.93642 -9.33699
Br 5.96048 1.16055 4.58213
Br 8.15682 -0.94165 5.57665
Br 5.98973 7.92313 -0.38880
Br -5.94100 -3.09421 -1.05248
Br 8.77853 -0.20792 0.14618
Br -7.21668 0.99250 -2.46618
Br 1.27185 7.67705 -1.68326
Br 3.16644 -5.93534 4.87612
Br -1.66500 0.01251 -8.68868
S 1.65244 -4.12697 1.88360
S 4.48250 -0.99213 1.34109
S -2.79591 -2.06724 5.00970
P -0.77250 -1.77352 0.30396
P 1.78451 -3.60163 4.78720
Si -2.91509 0.30212 3.08993
O 0.90882 1.65132 1.73111
O 3.25779 -3.80231 4.45742
O 1.24616 3.79979 2.18804
O -4.13186 -2.49740 4.72134
O 1.61606 -1.63606 3.05726
O -2.07641 -3.20018 5.53320
N -0.43753 -0.98932 1.89630
N -2.08754 -1.28093 3.64218
N 1.77335 -0.77078 0.83610
N -0.91920 -0.57507 -0.71506
N -0.42228 -2.91316 3.36078
C 3.71576 4.98927 -4.95412
C -7.20799 1.71451 -9.81006
C 1.71272 2.78028 1.85092
C 1.05164 -2.90825 3.16687
C 1.45780 6.08182 -0.61224
C -4.65542 -2.76788 -8.16113
C -0.99419 1.82061 -8.79348
C -1.90992 1.84683 3.52166
C -2.70190 2.26140 -2.97731
C 3.86141 -7.48698 5.84285
C -4.36484 -3.40968 -2.12336
C -2.75609 -0.82410 6.35562
C 5.73490 8.16107 1.51264
C 5.54958 -3.94821 -5.31748
C 6.94102 -0.30771 -0.43551
C -1.03220 -1.70400 2.98898
C 1.01271 -0.79172 2.11009
C -3.30142 0.33902 1.24149
C 2.95995 -0.93851 0.99224
C -1.11962 -4.11901 2.84906
C -4.61270 0.54678 3.93042
C 6.32350 -0.36178 5.72168
C 3.22153 2.75995 1.50594
C -7.36064 1.25841 -0.56064
C 1.19292 0.65847 2.69573
H -0.17600 1.89714 -8.08752
H 1.26206 6.36415 0.41531
H -4.53429 0.87264 4.98219
H 5.33661 -4.46631 -6.24426
H 6.70396 8.39717 1.93415
H -0.68746 -5.04094 3.28316
H 0.63942 0.75388 3.65122
H -1.21174 -4.17911 1.75326
H -6.37655 1.54253 -0.20532
H -3.78032 -0.49488 6.58895
H 2.06592 -3.40603 0.80730
H -2.15749 -4.08402 3.24699
H 6.17201 -0.03618 6.74358
H -2.07124 0.01422 6.10738
H -2.62758 2.62140 3.87059
H -5.29337 -0.30836 3.77022
H -4.29553 0.80477 1.08087
H 3.45176 2.18188 0.59348
H -1.86219 -0.60026 -1.09551
H -1.39276 2.25000 2.63337
H -5.05760 1.40001 3.36941
H 6.32642 -0.31273 0.45578
H -4.62845 -2.52220 -9.21629
H -7.76647 1.64709 -8.88458
H -2.92416 3.21999 -2.52356
H 3.32301 -7.55156 6.78154
H 3.50952 5.95883 -4.51635
H 0.25454 -2.62329 -0.14878
H 3.64811 3.77461 1.49067
H 3.71730 2.24244 2.36340
H 2.27358 0.74586 2.96232
H -2.50923 0.94213 0.75672
H 1.15910 -4.81248 5.16280
H -3.35994 -0.68789 0.83282
H -4.19706 -4.48041 -2.12944
H -1.23360 1.64438 4.37657
H -2.32403 -1.30055 7.25759
H -1.97425 -2.59652 0.41126
H 1.73086 -2.60058 5.78993
```

(4)
Below is a molecular structure, C20H48BF6GaIO13 at a distorted geometry, with properties calculated with wB97M-V/def2-TZVPD.

Values from the calculation:
Energy: -4615.0854 a.u.
Lowest unoccupied orbital energy: 1.02 eV
Net charge: -1
Gap between HOMO and LUMO: 5.757 eV

The geometry in XYZ format:
```
90
C20H48BF6GaIO13, DFT wB97M-V/def2-TZVPD
I 4.19533 -0.26929 0.35239
Ga 1.00604 -0.73533 -1.23408
F -0.91674 2.82745 -0.06831
F 0.94161 1.73937 0.93579
F 1.50019 4.07664 -3.18712
F 1.57094 4.46115 0.67382
F 2.96420 3.16828 -0.76522
F 2.22473 5.78117 -1.69428
O 1.39133 -1.86472 -4.07844
O -3.61083 5.77875 1.90453
O -0.70731 6.19031 -0.62896
O -4.24167 1.49016 -2.91170
O -1.15061 5.30028 -2.81375
O -0.02910 1.56276 -2.71366
O -3.77176 4.29698 -4.33985
O 3.76125 -2.33989 4.99288
O -1.39648 -6.59315 2.07086
O 7.06125 0.82829 -3.21167
O -2.06760 -2.20815 2.41190
O -3.44044 -5.07875 5.07136
O 3.61066 -1.25249 -2.96434
C 3.93050 -0.02984 -3.71739
C -4.79112 4.87975 -5.13083
C -0.24538 5.37384 -1.79866
C 2.25779 -2.77114 0.70423
C 2.36204 -3.07690 2.34494
C -3.20392 -0.58867 -1.70131
C 7.16274 1.89850 -2.29040
C 1.54126 3.63516 -0.58788
C 0.44898 1.24767 -1.47682
C -0.25347 -7.42805 2.09986
C -2.05235 -1.07553 -0.61507
C -3.27646 7.07359 1.43984
C 2.18328 -1.12523 0.41394
C 0.48646 2.42156 -0.33599
C 1.22582 4.65292 -1.81773
C -3.44477 -6.02733 4.02039
C 3.86274 -1.26968 5.91414
C -3.49605 1.02472 -1.69632
C -3.31486 -2.18264 3.08126
C -0.76993 -1.84381 -1.29848
B 2.13610 -1.32558 -2.91945
H 0.91346 -1.10181 -4.52546
H -0.56383 -8.47433 2.04240
H -5.76392 4.58641 -4.72932
H 3.22580 -0.44869 5.57668
H -4.39714 -5.97712 3.48700
H 5.07212 0.00278 -3.98571
H -2.92191 -0.95975 -2.78493
H 7.63663 0.11533 -2.88606
H -1.03468 -2.01784 -2.42618
H -3.97095 7.79704 1.87331
H -3.64382 2.18848 -3.35809
H -3.35636 7.10260 0.35043
H -2.59776 -1.88893 0.06891
H -0.65069 5.64841 0.21538
H 3.25452 -3.22486 0.24074
H 6.83080 1.56430 -1.30427
H 6.52580 2.71949 -2.62787
H -2.25735 7.32034 1.74786
H -3.29769 -7.02903 4.43186
H -3.98524 -1.49712 2.55758
H -1.70860 -0.22676 0.12348
H -1.49437 -2.82424 2.89897
H -2.63028 -5.79633 3.32985
H 1.35132 -3.45624 2.80343
H 3.20311 -3.85726 2.59720
H -4.69990 5.96837 -5.10011
H 3.61541 0.91463 -3.07661
H -4.17321 -5.30924 5.66745
H -4.70227 4.52490 -6.16050
H -3.17157 -1.83585 4.10753
H 8.19926 2.24089 -2.24106
H -2.45342 1.59312 -1.75371
H 3.53080 -1.60389 6.90027
H 4.33663 -3.05285 5.31849
H 1.61331 -0.69011 1.36775
H -0.55995 -2.91246 -0.83335
H 0.39882 -7.18360 1.25796
H 0.28500 -7.26093 3.03566
H 1.32073 -3.32595 0.21808
H -2.92103 4.57482 -4.71993
H -2.97807 5.15892 1.50350
H 4.89926 -0.92729 5.96348
H -3.99848 1.41490 -0.69066
H -3.74988 -3.18519 3.08144
H -4.23866 -1.11210 -1.41789
H -1.85357 -6.76346 1.22975
H 2.63268 -2.07545 2.90917
H 3.28471 -0.04018 -4.71835
```